Record 1
The following is a quantum chemistry calculation of a structure of composition C31H49ClO2P2Pb, from the OMol25 dataset.

```
86
Properties=species:S:1:pos:R:3:forces:R:3
Pb 1.24477 -0.14397 -0.62011 -4.74 1.60 -0.22
C 0.38976 2.02392 2.28478 0.27 0.20 -0.05
C 1.20914 2.52980 1.24080 -0.26 -0.15 0.26
C -0.99159 2.74138 0.57573 0.13 0.19 -0.05
C -0.96636 2.19257 1.88942 -0.61 -0.34 -0.08
C 0.35287 2.96532 0.17217 -0.18 -0.08 0.09
C 0.85675 1.48399 3.57965 0.06 -0.27 0.13
H 1.88562 1.10907 3.51027 -0.21 0.13 0.08
H 0.20731 0.66799 3.92512 0.16 0.23 -0.06
H 0.83788 2.27211 4.34854 0.01 -0.17 -0.11
C -2.15592 1.83257 2.67422 0.09 0.24 0.47
H -1.90194 1.61728 3.71522 -0.04 0.05 -0.14
H -2.64443 0.94430 2.24965 0.19 0.04 -0.32
H -2.89045 2.64649 2.65589 0.04 -0.12 -0.07
C -2.19712 3.03652 -0.21521 -0.37 -0.24 -0.12
H -2.58828 4.04272 -0.00296 0.13 -0.13 0.00
H -2.98927 2.31507 0.01676 0.12 0.09 -0.03
H -1.98136 2.97729 -1.28552 -0.10 0.09 0.13
C 0.79612 3.50959 -1.12840 0.05 0.15 -0.46
H 1.07668 4.57376 -1.04703 -0.10 -0.26 0.00
H 0.00724 3.43072 -1.89003 0.26 0.09 0.26
H 1.68487 2.97936 -1.50432 -0.37 0.28 0.12
C 2.68200 2.59770 1.27662 0.57 0.21 -0.02
H 3.03379 3.26925 2.07453 -0.12 -0.14 -0.11
H 3.09796 2.97560 0.33643 -0.13 -0.03 0.30
H 3.12985 1.61397 1.48908 -0.11 0.24 0.02
C 2.77748 -1.99721 -0.56878 2.25 -0.03 2.10
C 3.18507 -1.04460 0.40735 1.18 -3.47 -0.77
C 4.56100 -0.43757 0.36914 0.34 0.17 0.53
C 4.78189 0.76763 -0.58825 0.36 0.68 0.01
C 3.63957 1.06212 -1.52068 0.46 -0.34 -1.06
C 3.21310 0.15790 -2.44067 0.91 0.42 -0.44
C 3.96477 -1.13025 -2.71503 0.18 0.11 -0.28
C 3.65288 -2.30535 -1.76661 -0.46 -0.76 0.11
H 5.30646 -1.22766 0.13507 -0.58 0.31 0.06
H 5.70636 0.58190 -1.17036 -0.48 0.14 0.18
H 4.79422 -0.09588 1.40117 -0.11 -0.27 -0.63
H 4.59561 -2.72660 -1.36838 -0.33 0.09 -0.19
H 2.02775 -2.77380 -0.33385 -0.16 0.83 0.06
H 2.66105 -0.92228 1.37122 -0.19 -0.39 -0.52
H 3.16943 -3.11281 -2.35037 0.27 0.38 0.43
H 3.73597 -1.45093 -3.74782 0.17 0.22 0.49
H 2.43645 0.39988 -3.17700 0.30 0.20 0.37
H 5.05153 -0.93495 -2.67806 -0.47 0.09 -0.08
H 4.97578 1.66897 0.01852 0.02 -0.45 -0.34
H 3.29185 2.09924 -1.54459 -0.16 -0.55 0.02
P -0.13909 -2.68396 1.78911 0.60 0.00 0.00
C -1.39120 -2.51431 3.10978 -0.09 0.43 -0.17
H -1.55413 -3.46091 3.63185 0.10 0.07 -0.07
H -2.32778 -2.19003 2.64776 0.07 -0.02 0.09
H -1.07289 -1.74999 3.82506 -0.09 -0.10 -0.01
C -0.77165 -4.15793 0.92060 -0.12 0.26 -0.27
H -1.13058 -4.91104 1.62950 0.12 0.07 -0.10
H 0.02316 -4.58016 0.29867 -0.12 -0.07 0.02
H -1.59225 -3.82883 0.27029 0.13 -0.14 0.05
C 1.26576 -3.39798 2.75559 -0.01 0.04 -0.02
H 2.11470 -3.60231 2.08687 -0.18 -0.04 0.20
H 0.97995 -4.32734 3.26537 0.12 0.20 -0.08
H 1.59234 -2.66123 3.50344 -0.04 -0.22 -0.11
P -0.54783 -0.39942 -3.27596 0.61 -0.34 -0.64
C 0.02771 1.02393 -4.29016 0.26 0.23 0.21
H 0.12962 0.76025 -5.35466 -0.11 0.07 0.36
H 1.00269 1.37064 -3.91379 -0.31 0.08 -0.33
H -0.68253 1.85663 -4.18531 0.19 -0.23 -0.08
C 0.22790 -1.82091 -4.13017 0.11 -0.26 0.10
H 1.32488 -1.77508 -4.06362 -0.25 0.01 -0.04
H -0.06367 -1.86290 -5.19090 0.07 0.03 0.34
H -0.10806 -2.73726 -3.62336 0.08 0.19 -0.21
C -2.26621 -0.53730 -3.84686 -0.53 -0.02 0.72
H -2.34466 -0.62143 -4.93653 0.35 0.06 0.14
H -2.80988 0.35156 -3.51626 -0.04 -0.07 -0.05
H -2.73859 -1.39946 -3.36737 0.10 0.08 0.01
Cl -8.75543 0.12114 0.77153 -0.20 0.00 0.08
C -7.11673 -0.33248 0.54685 1.62 -0.26 -0.04
C -6.66647 -0.75258 -0.71878 0.70 0.19 0.96
C -5.30482 -1.04594 -0.90831 -0.83 0.36 0.40
C -4.37030 -0.89447 0.12340 -0.35 -0.05 -0.16
C -4.83846 -0.54876 1.38953 -0.72 0.46 0.30
C -6.19742 -0.25496 1.62071 0.01 -0.28 -1.40
C -2.90483 -1.12053 -0.20121 0.32 -0.93 -0.48
O -2.65887 -2.00983 -1.05302 0.12 0.55 0.14
O -2.02382 -0.42784 0.39141 0.07 0.62 0.28
H -7.36516 -0.81234 -1.53196 -0.15 -0.10 -0.21
H -4.98491 -1.38014 -1.88240 0.16 -0.03 -0.05
H -4.16222 -0.48646 2.24299 -0.04 -0.03 -0.26
H -6.56300 0.06791 2.57781 0.04 -0.05 0.31
```
Forces are in eV/Å.

Maximum force = 5.0 eV/A
ΔE to the lowest compared entry with this formula, charge and spin = 3.094 eV
Net charge = +2

Record 2
The following is a quantum chemistry calculation of a structure of composition C31H49N3O3PRuSbSiTe, from the OMol25 dataset.

```
91
Properties=species:S:1:pos:R:3:forces:R:3
Ru -1.24566 -0.25654 0.59322 -0.69 -0.05 1.05
C -0.92305 2.76511 -1.04229 0.09 0.00 0.05
C -2.27975 2.63473 -0.43846 -0.17 0.01 0.02
C -3.23030 3.60920 -0.73456 0.00 -0.01 -0.04
C -4.48888 3.54865 -0.18076 -0.01 0.01 -0.02
C -4.76101 2.50082 0.68133 -0.03 -0.03 -0.02
C -3.77598 1.56101 0.93295 0.11 -0.17 -0.11
N -2.54634 1.60176 0.38583 0.06 0.37 -0.03
Sb -4.24305 0.04559 2.35557 -0.14 0.20 0.20
C -3.78333 -1.73500 1.28421 0.03 -0.10 -0.02
C -4.74886 -2.71804 1.19140 0.00 -0.09 -0.03
C -4.42172 -3.93038 0.59119 0.00 0.02 0.03
C -3.13224 -4.12320 0.14973 0.04 0.05 0.02
C -2.19976 -3.09555 0.27660 0.00 -0.12 0.01
C -0.78943 -3.27499 -0.19228 -0.04 0.03 0.02
N -2.53730 -1.91785 0.81253 0.10 0.01 -0.19
C -2.33721 0.21708 3.33586 0.01 -0.16 0.20
C -2.32776 0.59107 4.67583 -0.11 -0.05 -0.06
C -1.15862 0.52928 5.40975 0.14 -0.01 0.09
C -0.03512 -0.00031 4.79804 -0.15 0.04 -0.08
C -0.10770 -0.35275 3.45903 0.13 -0.18 0.17
C 1.05030 -1.00451 2.78631 0.28 0.12 -0.28
N -1.20682 -0.16958 2.70710 0.00 0.29 -0.41
H -0.89963 3.59125 -1.75031 0.02 -0.02 -0.01
H -0.66211 1.84358 -1.55237 0.00 -0.02 -0.06
H -0.19023 2.96884 -0.25893 0.06 -0.01 0.04
H -2.96137 4.40991 -1.40968 0.00 0.00 0.01
H -5.23701 4.29588 -0.41039 0.00 0.00 0.00
H -5.73178 2.40677 1.15041 0.01 -0.02 0.02
H -5.74469 -2.54485 1.57817 0.01 0.01 0.00
H -5.16456 -4.70915 0.48162 0.00 0.00 0.00
H -2.83161 -5.05102 -0.31720 0.00 0.00 0.01
H -0.36488 -4.20216 0.19823 0.00 0.00 0.00
H -0.17627 -2.42601 0.13800 -0.02 -0.02 -0.02
H -0.76532 -3.31262 -1.28407 0.00 0.01 -0.02
H -3.24908 0.91418 5.14348 0.00 0.00 -0.01
H -1.13107 0.83651 6.44672 -0.02 -0.01 -0.01
H 0.88343 -0.15125 5.34865 0.01 -0.01 -0.01
H 1.85002 -1.26392 3.47345 0.03 -0.04 0.07
H 1.43007 -0.24784 2.06318 0.09 0.07 -0.03
H 0.74817 -1.85859 2.18290 -0.09 -0.07 0.08
C 1.47779 0.43036 -0.56038 -0.11 0.24 0.00
Si 2.80475 0.05747 0.63882 0.02 0.02 0.15
C 3.39352 1.52669 1.63779 -0.06 -0.09 -0.12
C 2.19573 2.46218 1.86432 0.00 0.08 0.01
C 4.41988 2.23010 0.71923 0.03 0.09 0.03
C 4.05480 1.19995 2.97635 0.05 -0.01 0.04
C 3.79523 -1.49121 0.35576 -0.18 -0.02 0.09
C 2.87795 -2.58874 -0.20497 0.05 -0.10 0.00
C 4.56082 -2.02209 1.56813 0.09 -0.03 -0.03
C 4.79154 -1.04695 -0.74256 0.04 -0.05 -0.05
H 1.82945 1.23673 -1.21685 -0.02 -0.03 -0.06
H 0.58554 0.85388 -0.05395 0.29 -0.06 0.03
H 1.14159 -0.40824 -1.16381 0.06 -0.04 -0.07
H 1.82945 2.88495 0.92898 -0.02 0.00 -0.04
H 2.51809 3.29331 2.49694 -0.03 0.01 -0.02
H 1.35291 1.97401 2.36199 0.04 0.00 0.04
H 4.01427 2.47032 -0.26760 0.00 -0.02 0.00
H 5.33461 1.64853 0.58855 -0.05 0.02 0.03
H 4.70013 3.17774 1.18783 0.00 0.00 -0.02
H 3.37403 0.70494 3.66927 -0.05 -0.04 0.00
H 4.36273 2.13795 3.44574 0.01 -0.01 0.00
H 4.94654 0.58383 2.86727 -0.03 0.00 0.00
H 2.12361 -2.90907 0.51635 0.04 0.02 0.02
H 3.49059 -3.46204 -0.44397 -0.01 0.00 -0.02
H 2.36309 -2.29102 -1.11854 0.01 0.02 -0.02
H 3.89876 -2.31919 2.38067 -0.06 0.02 0.04
H 5.28465 -1.30561 1.95484 -0.01 0.00 -0.01
H 5.11640 -2.91382 1.26611 0.01 0.01 0.00
H 4.29645 -0.62517 -1.62285 -0.01 0.00 0.01
H 5.33303 -1.93534 -1.07975 0.00 0.02 -0.01
H 5.53073 -0.33074 -0.37825 -0.04 -0.05 0.00
C 2.00524 -0.23786 -4.17231 0.06 -0.02 -0.02
C 0.57582 0.21961 -3.99910 -0.01 -0.05 -0.11
O -0.21458 -0.90569 -3.60447 0.01 0.01 0.23
P -1.65486 -0.70312 -2.87964 -0.41 0.12 -0.01
O -1.47324 -0.27643 -1.44483 0.52 -0.15 -0.84
Te -2.97679 -2.56741 -3.35122 0.00 -0.06 0.00
O -2.20715 0.65363 -3.55397 0.13 0.00 -0.07
C -2.63855 0.69052 -4.93013 -0.04 -0.01 0.09
C -3.99381 1.35255 -4.98962 -0.03 -0.02 -0.04
H 2.63887 0.59554 -4.48165 -0.02 0.00 0.00
H 2.06658 -1.01555 -4.93251 -0.02 0.00 0.00
H 2.40284 -0.65296 -3.24346 -0.02 0.01 0.03
H 0.18901 0.60680 -4.94364 0.01 0.01 0.01
H 0.49499 1.02256 -3.26560 0.02 0.06 0.11
H -2.68855 -0.32665 -5.32453 0.01 0.00 -0.01
H -1.88999 1.25176 -5.49376 -0.03 0.02 -0.01
H -4.71748 0.76097 -4.42924 0.00 0.00 0.01
H -4.33358 1.42538 -6.02398 0.02 0.00 0.01
H -3.95595 2.35754 -4.56781 0.01 0.00 0.02
```
Forces are in eV/Å.

Maximum force = 1.3 eV/A
⟨S²⟩ = 0.7566
Electronic energy = -2834.44092 Eh
Net charge = +1
Multiplicity = 2

Record 3
The following is a quantum chemistry calculation of a cluster of 4 separate species, C31H50Br2FN3O9 in total, from the OMol25 dataset.

```
96
Properties=species:S:1:pos:R:3:forces:R:3
C -2.51823 -0.31697 2.98963 0.35 -0.11 0.36
C -1.75739 -0.59024 2.10592 -0.54 0.00 -0.31
C -0.81165 -0.94705 1.04267 0.60 -0.43 0.51
C -0.90022 -2.44334 0.64993 0.00 0.08 0.17
Br -2.03261 -2.78570 -0.90324 0.02 0.02 -0.02
C -1.29319 -3.34074 1.83267 -0.09 -0.51 -0.36
C -2.77948 -3.59939 2.04942 0.17 0.23 0.11
Br -0.41225 -5.09053 1.53132 -0.02 0.14 0.13
C 0.57867 -0.75149 1.75104 -0.31 0.20 -0.03
O 1.29319 -1.60645 2.20448 0.06 -0.12 0.07
N 0.79415 0.59154 1.74771 0.17 -0.03 -0.39
C 0.00036 1.30485 0.73497 0.57 0.36 0.29
C -0.97501 2.33366 1.30450 -0.15 -0.31 -0.21
C -0.33809 3.46567 2.11665 -0.03 0.40 0.13
N -0.40953 3.32848 3.57698 -0.35 -0.83 0.03
C 0.74929 2.71695 4.21399 0.92 0.27 0.15
C 1.92550 3.71293 4.32010 -0.49 0.14 -0.14
C -1.63914 3.02185 4.13817 0.02 0.23 -0.16
C -2.86559 3.69521 3.55459 0.22 -0.36 -0.08
O -1.76052 2.27829 5.09506 0.04 0.13 0.10
C -0.64023 0.13431 -0.05854 -0.52 -0.07 -0.41
C 0.29564 -0.37190 -1.21749 0.21 0.06 -0.13
O 1.33365 0.49113 -1.58820 -0.15 0.14 0.29
C 2.59220 0.30935 -0.94780 0.10 -0.04 -0.10
C 3.68094 0.30429 -2.02210 -0.21 -0.10 -0.09
O 4.44481 1.49084 -2.12183 -0.14 -0.04 0.07
C 5.22024 1.81303 -0.98634 0.44 0.13 0.04
C 6.17502 0.70869 -0.53478 -0.40 -0.23 0.31
C -1.97149 0.54662 -0.67840 0.09 0.10 -0.02
O -3.04717 0.25042 -0.26520 -0.01 0.32 0.14
N -1.82096 1.36296 -1.90455 -0.23 0.12 0.01
C -2.82985 2.33287 -2.07547 -0.23 -0.07 0.02
O -3.87864 2.22176 -2.60793 0.21 0.05 -0.16
F -2.43493 3.51778 -1.57452 -0.02 -0.19 0.21
H -3.07475 -0.09653 3.87185 -0.12 0.03 -0.10
H 0.08511 -2.76084 0.33084 0.02 0.07 -0.06
H -0.81432 -2.97549 2.73549 0.04 0.13 -0.05
H -2.94140 -3.84983 3.09670 -0.06 -0.06 -0.03
H -3.35196 -2.70411 1.80969 -0.03 -0.01 0.06
H -3.12779 -4.41485 1.42223 -0.03 0.01 -0.04
H 1.73562 0.90492 1.93109 -0.02 -0.08 0.07
H 0.71568 1.86007 0.12482 -0.21 -0.17 -0.36
H -1.75804 1.82451 1.86554 0.08 0.15 0.06
H -1.45661 2.78737 0.44068 -0.08 0.12 -0.07
H 0.71400 3.58757 1.84838 0.02 -0.01 0.07
H -0.81430 4.40301 1.82944 0.02 0.02 0.01
H 0.47719 2.38062 5.20816 -0.25 0.06 -0.03
H 1.08584 1.83690 3.66243 -0.27 -0.01 0.15
H 1.52773 4.72835 4.26994 0.07 0.02 0.05
H 2.64044 3.60141 3.50463 0.09 -0.01 0.05
H 2.43970 3.61937 5.27452 0.13 -0.14 -0.07
H -2.64030 4.46773 2.82633 -0.08 0.08 0.05
H -3.47041 2.91968 3.08125 -0.07 0.07 -0.03
H -3.43692 4.09188 4.39004 -0.01 0.08 -0.03
H -0.30702 -0.50086 -2.11373 0.07 -0.13 0.00
H 0.70505 -1.35764 -0.98729 -0.01 0.01 0.14
H 2.74617 1.12508 -0.23378 0.10 0.01 -0.01
H 2.62450 -0.62945 -0.38392 -0.18 -0.03 -0.03
H 3.14344 0.18777 -2.96209 0.16 0.09 -0.05
H 4.31916 -0.58014 -1.91425 0.13 0.11 0.15
H 4.59059 2.12800 -0.14438 -0.06 -0.05 -0.02
H 5.79676 2.69442 -1.27051 -0.07 -0.02 -0.13
H 5.69738 0.04744 0.19447 0.02 -0.03 -0.07
H 6.48549 0.08258 -1.37015 0.18 0.17 -0.09
H 7.04738 1.13289 -0.04009 0.06 0.03 -0.10
H -1.93604 0.73483 -2.69857 0.21 -0.11 0.08
C -1.50993 -0.15105 7.29619 -0.10 -0.04 -0.02
C -1.10471 -1.21044 6.30241 0.02 0.07 -0.01
O -1.83229 -2.13712 6.02543 -0.05 -0.01 -0.07
C 0.25216 -1.05796 5.65556 -0.09 -0.14 -0.11
H -2.49988 -0.37555 7.68663 0.00 -0.03 0.01
H -0.79486 -0.12026 8.12029 0.05 0.05 -0.02
H -1.52544 0.82704 6.80919 0.08 -0.06 0.04
H 1.03485 -1.05776 6.41620 0.01 0.10 0.01
H 0.29680 -0.11456 5.10587 0.00 0.03 0.09
H 0.42285 -1.88125 4.96497 0.02 0.01 0.00
C 3.64247 -1.51690 -5.77400 -0.01 0.08 0.15
C 2.16823 -1.41221 -5.46253 -0.05 -0.03 -0.04
O 1.77536 -0.92244 -4.42590 -0.01 -0.06 -0.01
C 1.20714 -1.94385 -6.49239 0.07 0.11 0.19
H 4.22686 -1.09947 -4.95679 -0.01 0.00 -0.01
H 3.91814 -2.56264 -5.91961 0.00 0.01 -0.09
H 3.86809 -0.97268 -6.69235 0.00 -0.07 -0.05
H 1.38967 -3.00544 -6.66604 0.03 0.01 -0.09
H 1.33711 -1.41540 -7.43818 0.03 -0.08 -0.05
H 0.18811 -1.81206 -6.14963 -0.05 -0.01 -0.02
C -3.88802 -2.62490 -8.33668 0.13 0.01 -0.10
C -2.77904 -2.71094 -7.31709 -0.01 -0.01 0.02
O -1.61434 -2.65071 -7.63723 -0.09 -0.02 -0.03
C -3.19509 -2.87549 -5.87443 0.16 0.01 0.00
H -3.46303 -2.50832 -9.33063 0.00 0.00 0.01
H -4.49487 -3.53124 -8.30566 -0.06 0.04 0.05
H -4.53381 -1.77343 -8.11602 -0.06 -0.05 0.04
H -3.77679 -3.79079 -5.75468 -0.07 0.04 0.00
H -3.81745 -2.03328 -5.56674 -0.07 -0.05 -0.01
H -2.31313 -2.92521 -5.23932 0.00 0.00 -0.01
```
Forces are in eV/Å.

Maximum force = 1.0 eV/A
ΔE to the lowest compared entry with this formula, charge and spin = 0.000 eV
Net charge = 0